Computed, not measured: the molecule C5H4N2 in a non-equilibrium geometry, with ωB97M-V/def2-TZVPD.

Geometry as XYZ:
```
11
Properties=species:S:1:pos:R:3:nbo_charge:R:1
C 1.788 0.710 2.356 -0.189
C 1.261 0.348 1.329 -0.100
C 0.648 0.057 0.094 -0.122
N -0.486 -0.626 0.033 -0.336
C -1.356 -0.727 -0.993 -0.276
C -1.195 0.154 -2.076 0.212
N -1.023 0.942 -2.917 -0.329
H 2.233 1.081 3.252 0.240
H 1.010 0.500 -0.826 0.239
H -0.753 -1.112 0.885 0.426
H -2.185 -1.412 -0.912 0.235
```

As for the energy above the lowest of the compared OMol25 structures with the same formula, charge and spin: 3.493 eV. Its electronic energy is -8226.00058 eV. The multiplicity is 1.